No. 1
A structure of composition FNO3S2. Source: the Open Molecules 2025 dataset; level of theory: wB97M-V/def2-TZVPD.

The HOMO energy (spin up / spin down) comes out at -8.3170 / -11.9806 eV. For the relative energy (zero: lowest compared OMol25 entry of this formula, charge and spin), the calculation gives 20.1 kJ/mol. Its maximum force is 8.82 eV/A. The calculation puts the HOMO-LUMO gap (spin up / spin down) at 7.71 / 7.09 eV. The total energy is -1176.440147 Eh. Its multiplicity is 3.

Last column: Mulliken charge in e.
Geometry (Å):
S 0.221 1.378 -0.417  0.810
S 0.276 -1.326 0.151  0.750
F -1.249 0.536 -0.831  -0.337
O 0.540 0.312 0.763  -0.232
O -0.547 -1.927 1.123  -0.391
O -0.134 2.565 0.303  -0.419
N 0.893 -1.537 -1.093  -0.182

No. 2
A cluster of 6 separate species, C15H41FNO6 in total. Source: the Open Molecules 2025 dataset; level of theory: wB97M-V/def2-TZVPD.

The HOMO energy comes out at -1.9507 eV. Its maximum force is 3.54 eV/A. The calculation puts the HOMO-LUMO gap at 3.77 eV. The total energy is -1201.982868 Eh. As for the charge: -1.

Last column: Mulliken charge in e.
Geometry (Å):
F 0.945 8.229 -0.749  -0.397
O -0.950 -1.300 -0.885  -0.413
O 6.283 -4.241 2.373  -0.466
O 3.211 -3.324 2.131  -0.547
O -3.445 5.949 -2.612  -0.552
O -6.035 -3.399 0.489  -0.507
O 0.188 3.112 0.375  -0.411
N -0.500 8.333 -2.821  -0.798
C -2.349 -1.342 -0.647  -0.290
C -2.038 6.226 -2.289  0.325
C 3.070 -2.824 0.810  -0.307
C -1.674 7.802 -2.031  -0.374
C -2.892 -2.713 -0.996  -0.950
C 1.127 5.348 -1.379  -0.518
C 0.832 7.960 -2.213  0.069
C 6.125 -6.635 2.528  -0.989
C 0.844 1.871 0.586  -0.343
C -5.480 -4.544 1.120  -0.100
C 1.659 -3.066 0.313  -0.953
C 1.339 6.420 -2.609  -0.561
C 6.838 -5.386 3.004  -0.190
C -0.068 0.925 1.340  -0.684
C -6.193 -5.793 0.644  -1.043
H 0.635 4.352 -1.806  0.148
H -6.978 -3.362 0.725  0.290
H -1.790 5.603 -1.302  -0.130
H -4.417 -4.590 0.868  0.200
H 0.364 5.728 -0.546  0.079
H 6.544 -7.527 3.002  0.337
H -2.701 -2.949 -2.048  0.384
H -1.357 5.730 -3.133  -0.044
H -5.574 -4.427 2.204  0.281
H -2.523 -1.119 0.409  0.294
H 5.340 -4.204 2.610  0.245
H -2.396 -3.486 -0.400  0.248
H -2.831 -0.565 -1.248  0.296
H 2.511 6.470 -2.828  0.306
H 3.292 -1.753 0.824  0.290
H 5.056 -6.582 2.758  0.287
H 0.931 -2.577 0.969  0.241
H 1.106 1.453 -0.391  0.236
H -6.106 -5.895 -0.443  0.273
H 2.152 5.041 -0.878  0.281
H -0.350 1.350 2.309  0.457
H 6.212 -6.737 1.442  0.252
H 0.826 6.077 -3.606  0.241
H 7.901 -5.432 2.753  0.282
H -5.774 -6.685 1.117  0.313
H 1.425 -4.135 0.318  0.422
H 3.803 -3.320 0.167  0.273
H -0.033 3.479 1.248  0.231
H -0.807 -1.491 -1.828  0.235
H -0.995 0.759 0.783  0.072
H 1.769 2.052 1.142  0.291
H 1.533 -2.682 -0.703  0.271
H 3.019 -4.277 2.106  0.298
H -3.969 -2.763 -0.814  0.190
H -7.262 -5.740 0.874  0.320
H -2.620 8.441 -2.381  0.291
H -1.600 8.004 -0.859  0.162
H -3.980 6.782 -2.763  0.284
H 0.422 -0.038 1.507  0.115
H 6.744 -5.269 4.088  0.252
H 1.639 8.675 -2.725  0.205

Q: Among the records above, which one has the highest maximum force?
A: FNO3S2